Entry 1:
A molecular structure, C30H51GeN5O5PdSSi3 at a distorted geometry. Source: the Open Molecules 2025 dataset; level of theory: ωB97M-V/def2-TZVPD.

Multiplicity: 4
Charge: +1
HOMO-LUMO gap (spin up / spin down): 0.2516 / 0.2232 hartree
Electronic energy: -5294.95178 Ha
<S²>: 3.757
Energy above the lowest of the compared OMol25 structures with the same formula, charge and spin: 117.3 kJ/mol

Cartesian coordinates (Å):
Pd -0.27749 0.37519 -0.06092
C 0.03123 2.31855 -3.40944
C -1.19272 2.13409 -2.60332
N -1.38752 1.57636 -1.40704
C -2.63656 1.83054 -0.97707
C -3.23929 2.58357 -1.87372
N -2.35282 2.77815 -2.88642
C -4.52197 3.36700 -1.87730
O -5.34992 3.27740 -0.84813
O -4.68893 4.09043 -2.83793
C -3.00209 1.47688 0.46700
O -4.11960 1.70802 0.94240
O -2.04679 0.94843 1.17015
H -0.01569 1.63823 -4.26449
H 0.93048 2.10511 -2.85725
H -0.00491 3.30611 -3.83954
H -2.55445 3.30848 -3.69077
H -4.94988 2.78151 -0.14359
C -1.77419 3.43143 2.93076
C -0.31294 3.80044 2.56270
S 0.11937 3.43613 0.90455
O 0.87611 2.12358 0.92540
C 1.42262 4.72313 0.77268
C 0.78711 5.99062 0.32037
H -2.05306 3.69936 3.98423
H -1.76458 2.27052 2.98919
H -2.56342 3.79196 2.30721
H 0.38369 3.30111 3.23911
H -0.10524 4.88617 2.71603
H 2.06167 4.34030 0.00496
H 1.97168 4.79372 1.74577
H 0.29760 6.06015 -0.68276
H 1.51888 6.79619 0.38767
H 0.06422 6.27482 1.05003
C -0.30433 -5.03982 -2.38419
Si 0.03440 -4.57072 -0.61393
C 1.91093 -4.47703 -0.43518
C -0.70876 -5.87512 0.50178
Ge -0.94085 -2.53957 -0.08998
Si -3.23538 -2.45131 -0.90393
C -3.40317 -1.30828 -2.47066
C -3.77964 -4.19690 -1.37945
C -4.34320 -1.83831 0.46884
Si -0.58531 -1.86094 2.26227
C -0.08825 -3.33071 3.19314
C -2.18236 -1.28896 3.17000
C 0.88331 -0.75166 2.66465
H 0.05720 -4.20769 -3.01858
H -1.33175 -5.33826 -2.61567
H 0.20143 -6.02480 -2.54051
H 2.53478 -5.19005 -0.99028
H 2.18539 -4.45100 0.64682
H 2.26016 -3.47480 -0.78393
H -0.96540 -6.73706 -0.06133
H -1.54486 -5.37208 0.96737
H 0.00918 -6.07809 1.24231
H -4.26305 -0.60379 -2.41099
H -3.69732 -1.94386 -3.35000
H -2.44181 -0.74982 -2.65084
H -3.92526 -4.35479 -2.41495
H -4.69120 -4.41312 -0.83561
H -3.15133 -4.91583 -0.95956
H -4.34368 -0.74888 0.90655
H -4.28254 -2.55212 1.28442
H -5.30673 -2.15726 0.12598
H 0.91029 -3.76280 2.90001
H -0.91326 -3.95630 3.25096
H 0.13963 -3.05330 4.26369
H -2.48511 -0.36982 2.65244
H -2.01756 -1.00327 4.21599
H -2.88875 -2.04215 3.03289
H 1.72018 -1.22070 2.14969
H 0.90013 -0.85045 3.78187
H 0.93779 0.34308 2.48337
C 2.47624 -1.25563 -3.02629
C 1.39040 -1.09868 -2.17544
N 1.41501 -0.07944 -1.30061
C 2.48189 0.75738 -1.25298
C 3.66206 0.59488 -2.06651
C 3.59298 -0.41735 -3.00632
C 4.77889 1.47098 -1.87235
C 5.35785 1.94160 -0.80407
C 5.23945 1.57728 0.64913
C 4.55731 0.52744 1.26654
C 4.74290 0.25984 2.56385
N 5.57611 1.01075 3.31858
C 6.23299 1.98858 2.66276
N 6.04004 2.29522 1.40458
H 2.42558 -2.09939 -3.70524
H 0.48146 -1.60908 -2.17727
H 2.50774 1.61130 -0.53126
H 4.35940 -0.67293 -3.74256
H 5.08793 1.93045 -2.75314
H 6.10285 2.73970 -0.93168
H 3.99269 -0.13022 0.64242
H 4.32747 -0.60729 3.06483
H 6.75620 2.69925 3.35706

Entry 2:
A molecular structure, C30H52BrN3P2SSn at a distorted geometry. Source: the Open Molecules 2025 dataset; level of theory: ωB97M-V/def2-TZVPD.

Charge: +2
HOMO-LUMO gap (spin up / spin down): 0.1795 / 0.1231 hartree
Electronic energy: -5207.17510 Ha
Energy above the lowest of the compared OMol25 structures with the same formula, charge and spin: 100.3 kJ/mol

Cartesian coordinates (Å):
N -7.22004 5.71548 -6.88546
C -6.85147 6.30603 -5.74733
C -6.09615 5.63985 -4.77483
C -5.67420 4.31147 -4.99417
C -6.07527 3.71719 -6.21153
C -6.85295 4.45340 -7.11691
C -4.88569 3.61298 -3.96813
Sn 0.44145 0.01025 -0.28840
P 6.15397 -0.92948 -1.05733
C -3.69593 3.01893 -4.20302
C -2.89832 2.35842 -3.21448
C -1.77440 1.60619 -3.68643
C -0.94786 0.95882 -2.77608
C -1.24156 1.08150 -1.41502
C -2.34102 1.77220 -0.89633
C -3.17820 2.42571 -1.82168
Br 2.07282 -1.58725 1.65361
H -5.29994 3.62149 -2.95723
H -3.26139 3.03261 -5.19987
H -5.81292 6.17870 -3.86894
H -5.82118 2.68466 -6.45602
H -7.17000 7.34921 -5.59572
H -7.18864 4.00980 -8.06684
H -1.54793 1.53874 -4.75928
H -4.04662 3.01498 -1.44397
H -0.07799 0.36583 -3.11298
H -2.52877 1.79478 0.19071
P -0.52894 -2.22496 -1.09117
C 5.61342 0.83562 -0.93156
C 6.67740 1.84590 -1.37895
H 5.32146 1.01954 0.11098
H 4.72292 0.92274 -1.56757
H 6.48550 2.81963 -0.91279
H 7.69020 1.53125 -1.10177
H 6.64474 1.99824 -2.46383
C 5.34131 -1.36102 -2.66689
C 5.98985 -2.52219 -3.43019
H 5.39061 -0.44665 -3.27541
H 4.28638 -1.58137 -2.45504
H 5.69760 -2.47879 -4.48712
H 7.08409 -2.47823 -3.38515
H 5.66282 -3.49393 -3.04281
C 5.03690 -1.71532 0.18863
C 5.72053 -2.09126 1.50909
H 4.58024 -2.59586 -0.28077
H 4.23820 -0.98245 0.37464
H 5.14220 -2.87175 2.01556
H 6.74148 -2.46190 1.35681
H 5.75709 -1.23166 2.18710
C -0.40938 -3.46559 0.22800
C -1.56357 -4.45339 0.25788
H -0.31260 -2.92378 1.17891
H 0.56216 -3.95414 0.05900
H -2.48228 -3.97789 0.61695
H -1.74062 -4.90444 -0.72394
H -1.29374 -5.24803 0.95736
C 0.65894 -2.57050 -2.43133
C 0.09282 -2.53171 -3.85120
H 1.02142 -3.57490 -2.16708
H 1.51367 -1.87871 -2.32863
H -0.38292 -3.48758 -4.09028
H -0.63366 -1.72930 -4.02209
H 0.91385 -2.38349 -4.55897
C -2.20688 -1.99755 -1.72310
C -3.29426 -1.46566 -0.77764
H -2.43820 -3.01716 -2.07691
H -2.12223 -1.33907 -2.59992
H -4.03231 -0.90164 -1.36340
H -3.83180 -2.29485 -0.30604
H -2.93626 -0.79104 0.00916
C -1.17968 -1.97499 6.48909
C 0.08372 -1.60865 5.71692
N -0.34859 -1.10478 4.36247
C -0.09185 0.03655 3.72450
S -0.55621 0.32431 2.06917
N 0.39469 1.11946 4.39721
C -0.12594 1.64365 5.70539
C 1.13073 2.03004 6.47676
H -1.84976 -1.10973 6.55687
H -0.86907 -2.28248 7.49361
H -1.71170 -2.79803 6.00047
H 0.66892 -0.80379 6.15953
H 0.72857 -2.50240 5.55904
H -0.66887 -1.80546 3.74793
H 0.62330 1.83198 3.74393
H -0.77984 2.52732 5.52341
H -0.70888 0.82902 6.15208
H 1.65341 2.84980 5.97072
H 0.80850 2.34692 7.47362
H 1.80481 1.16925 6.55033